Record 1
Here is C3H7NOS in the gas phase at a distorted geometry from the OMol25 dataset. Energies are from ωB97M-V/def2-TZVPD.

Calculated values
E, eV: -17595.9474
Relative energy (zero: lowest compared OMol25 entry of this formula, charge and spin), eV: 1.982
Highest occupied orbital energy, eV: -8.68
HOMO-LUMO gap, eV: 9.5691
E_LUMO, eV: 0.89

Each line ends with the Löwdin charge.
Atoms and positions in Å:
C (1.70972, -2.22198, -0.50676)  -0.18
N (0.95106, -1.41654, 0.12272)  -0.39
S (-0.64365, -1.28468, -0.38207)  0.86
C (-1.04787, 0.18806, 0.58631)  -0.46
C (-0.54324, 1.41242, -0.21837)  -0.36
O (-0.93356, 2.66940, 0.25328)  -0.06
H (1.43858, -2.80861, -1.44754)  0.08
H (2.72075, -2.38945, -0.10244)  0.06
H (-2.15866, 0.21677, 0.64276)  0.09
H (-0.62764, 0.06895, 1.56413)  0.06
H (0.57778, 1.34183, -0.34453)  0.12
H (-0.95881, 1.35419, -1.23844)  0.11
H (-0.48446, 2.86963, 1.07095)  0.08


Record 2
Here is C3H7NOS in the gas phase at a distorted geometry from the OMol25 dataset. Energies are from ωB97M-V/def2-TZVPD.

Calculated values
E, eV: -17597.4440
Relative energy (zero: lowest compared OMol25 entry of this formula, charge and spin), eV: 0.485
Highest occupied orbital energy, eV: -9.26
HOMO-LUMO gap, eV: 9.9157
E_LUMO, eV: 0.66

Each line ends with the Löwdin charge.
Atoms and positions in Å:
C (-0.67096, -0.70352, -1.20315)  -0.07
C (0.51702, 0.25457, -0.56547)  -0.61
S (2.02974, -0.67057, -0.21839)  0.75
C (-0.04699, 1.12986, 0.58741)  -0.59
N (-0.32395, 0.44194, 1.69283)  0.17
O (-0.44690, 2.28189, 0.40254)  0.04
H (-0.79620, -1.56714, -0.61285)  0.04
H (-1.54932, -0.08327, -1.19537)  0.06
H (-0.35733, -0.95084, -2.26855)  0.09
H (0.84619, 0.97152, -1.31096)  0.08
H (1.52065, -1.72420, 0.37127)  -0.17
H (-0.87505, 0.97636, 2.35672)  0.13
H (0.15310, -0.35661, 1.96394)  0.06


Record 3
Here is C3H7NOS in the gas phase at a distorted geometry from the OMol25 dataset. Energies are from ωB97M-V/def2-TZVPD.

Calculated values
E, eV: -17594.2750
Relative energy (zero: lowest compared OMol25 entry of this formula, charge and spin), eV: 3.654
Highest occupied orbital energy, eV: -8.87
HOMO-LUMO gap, eV: 9.5959
E_LUMO, eV: 0.73

Each line ends with the Löwdin charge.
Atoms and positions in Å:
C (2.66989, 0.66036, -0.03826)  -0.23
N (1.46234, 0.46172, 0.18275)  -0.35
S (1.05107, -1.16819, -0.19920)  0.85
C (-0.67356, -0.93894, 0.41800)  -0.51
C (-1.34918, 0.00531, -0.44153)  -0.47
O (-2.67498, 0.25910, -0.03485)  -0.16
H (3.45848, -0.08689, -0.37379)  0.08
H (3.09859, 1.65997, 0.21396)  0.07
H (-1.14700, -1.99593, 0.25587)  0.10
H (-0.86644, -0.88948, 1.63853)  0.15
H (-0.84784, 1.03207, -0.58345)  0.12
H (-1.43076, -0.34343, -1.47021)  0.11
H (-2.75062, 1.34433, 0.43217)  0.23


Record 4
Here is C3H7NOS in the gas phase at a distorted geometry from the OMol25 dataset. Energies are from ωB97M-V/def2-TZVPD.

Calculated values
E, eV: -17596.8239
Relative energy (zero: lowest compared OMol25 entry of this formula, charge and spin), eV: 1.105
Highest occupied orbital energy, eV: -8.95
HOMO-LUMO gap, eV: 9.3609
E_LUMO, eV: 0.41

Each line ends with the Löwdin charge.
Atoms and positions in Å:
C (1.05118, -0.03857, 0.77778)  -0.07
C (-0.08644, -0.44300, -0.11758)  -0.52
N (0.45099, -0.87136, -1.41213)  0.02
C (-1.09051, 0.68141, -0.17785)  -0.88
O (-1.82301, 0.86731, 0.96107)  -0.03
S (-1.27140, 1.65656, -1.41414)  0.79
H (1.63855, 0.76647, 0.27110)  0.10
H (1.69175, -0.88704, 0.91288)  0.07
H (0.75720, 0.20767, 1.82838)  0.10
H (-0.63225, -1.24273, 0.42616)  0.15
H (-0.35310, -0.82478, -2.04862)  0.06
H (1.11791, -0.10783, -1.66635)  0.08
H (-1.45087, 0.23587, 1.65931)  0.13


Record 5
Here is C3H7NOS in the gas phase at a distorted geometry from the OMol25 dataset. Energies are from ωB97M-V/def2-TZVPD.

Calculated values
E, eV: -17595.4629
Relative energy (zero: lowest compared OMol25 entry of this formula, charge and spin), eV: 2.466
Highest occupied orbital energy, eV: -9.08
HOMO-LUMO gap, eV: 9.4739
E_LUMO, eV: 0.40

Each line ends with the Löwdin charge.
Atoms and positions in Å:
N (-2.85667, -0.03969, -0.29989)  -0.07
C (-1.88258, -0.72465, 0.70356)  -0.24
C (-0.49637, -0.10653, 0.66868)  -0.30
O (-0.03539, -0.41096, -0.60926)  -0.15
C (1.25555, -0.00558, -0.84747)  -0.66
S (2.29250, 0.72398, 0.16932)  0.70
H (-3.84962, -0.20946, 0.07057)  0.06
H (-2.91692, -0.46360, -1.42323)  0.15
H (-1.77850, -1.77344, 0.42278)  0.09
H (-2.29099, -0.79494, 1.78822)  0.14
H (-0.51723, 1.01485, 0.68206)  0.13
H (0.21120, -0.47096, 1.40935)  0.10
H (1.48226, -0.30003, -1.83418)  0.05


Record 6
Here is C3H7NOS in the gas phase at a distorted geometry from the OMol25 dataset. Energies are from ωB97M-V/def2-TZVPD.

Calculated values
E, eV: -17594.6897
Relative energy (zero: lowest compared OMol25 entry of this formula, charge and spin), eV: 3.240
Highest occupied orbital energy, eV: -9.36
HOMO-LUMO gap, eV: 10.2623
E_LUMO, eV: 0.90

Each line ends with the Löwdin charge.
Atoms and positions in Å:
O (-1.29791, -0.56985, -2.05863)  -0.10
N (-2.01655, -0.25186, -0.84607)  0.01
C (-1.11253, 0.09822, -0.03341)  -0.19
C (0.39043, -0.22034, -0.20258)  -0.31
C (1.13731, -0.25545, 1.08068)  -0.55
S (1.09042, 1.44011, 1.89755)  0.67
H (-2.09934, -0.84944, -2.51354)  0.08
H (-1.29648, 0.75201, 0.90569)  0.11
H (0.87980, 0.62461, -0.74501)  0.11
H (0.53587, -1.24692, -0.72988)  0.15
H (0.77976, -1.03098, 1.74143)  0.07
H (2.18129, -0.53010, 0.81653)  0.08
H (0.82793, 2.04000, 0.68725)  -0.12


Record 7
Here is C3H7NOS in the gas phase at a distorted geometry from the OMol25 dataset. Energies are from ωB97M-V/def2-TZVPD.

Calculated values
E, eV: -17595.4437
Relative energy (zero: lowest compared OMol25 entry of this formula, charge and spin), eV: 2.486
Highest occupied orbital energy, eV: -8.67
HOMO-LUMO gap, eV: 9.4251
E_LUMO, eV: 0.75

Each line ends with the Löwdin charge.
Atoms and positions in Å:
C (1.54982, 0.16020, 2.13713)  -0.05
C (1.30186, 0.94626, 0.86074)  -0.19
N (0.48372, 0.30671, -0.16595)  -0.24
O (1.01992, -0.83064, -0.76350)  -0.01
C (-0.82628, 0.45391, -0.28316)  -0.69
S (-1.93629, -0.52319, -1.04680)  0.59
H (0.70087, 0.06054, 2.74492)  0.06
H (2.30011, 0.69009, 2.69601)  0.07
H (2.06597, -0.76554, 1.93695)  0.08
H (0.84913, 1.91858, 1.07883)  0.12
H (2.19245, 1.32572, 0.37947)  0.12
H (0.32975, -1.04834, -1.43682)  0.04
H (-1.15545, 1.32590, 0.33085)  0.09


Record 8
Here is C3H7NOSi in the gas phase at a distorted geometry from the OMol25 dataset. Energies are from ωB97M-V/def2-TZVPD.

Calculated values
E, eV: -14638.0270
Relative energy (zero: lowest compared OMol25 entry of this formula, charge and spin), eV: 1.625
Highest occupied orbital energy, eV: -10.88
HOMO-LUMO gap, eV: 11.0410
E_LUMO, eV: 0.16

Each line ends with the Löwdin charge.
Atoms and positions in Å:
C (-1.13444, 1.46907, -0.21495)  -0.03
C (-0.39214, 0.14901, 0.23388)  -0.51
C (-1.35685, -0.94890, 0.09604)  -0.20
N (-2.09586, -1.81185, -0.04683)  0.16
O (0.77371, -0.06797, -0.50350)  -0.40
Si (2.03094, -0.99765, -0.00061)  0.64
H (-0.96261, 1.49348, -1.38386)  0.12
H (-2.23530, 1.33195, 0.08180)  0.10
H (-0.54407, 2.28223, 0.40070)  0.11
H (-0.22528, 0.31270, 1.24344)  0.10
H (2.62488, -0.81046, -1.31830)  -0.03
H (1.34036, -2.27582, 0.22111)  -0.04
H (2.17666, -0.12578, 1.19108)  -0.02


Number 7 is which compound? C3H7NOS


Please write out number 1 again, unchanged.
Here is C3H7NOS in the gas phase at a distorted geometry from the OMol25 dataset. Energies are from ωB97M-V/def2-TZVPD.

Calculated values
E, eV: -17595.9474
Relative energy (zero: lowest compared OMol25 entry of this formula, charge and spin), eV: 1.982
Highest occupied orbital energy, eV: -8.68
HOMO-LUMO gap, eV: 9.5691
E_LUMO, eV: 0.89

Each line ends with the Löwdin charge.
Atoms and positions in Å:
C (1.70972, -2.22198, -0.50676)  -0.18
N (0.95106, -1.41654, 0.12272)  -0.39
S (-0.64365, -1.28468, -0.38207)  0.86
C (-1.04787, 0.18806, 0.58631)  -0.46
C (-0.54324, 1.41242, -0.21837)  -0.36
O (-0.93356, 2.66940, 0.25328)  -0.06
H (1.43858, -2.80861, -1.44754)  0.08
H (2.72075, -2.38945, -0.10244)  0.06
H (-2.15866, 0.21677, 0.64276)  0.09
H (-0.62764, 0.06895, 1.56413)  0.06
H (0.57778, 1.34183, -0.34453)  0.12
H (-0.95881, 1.35419, -1.23844)  0.11
H (-0.48446, 2.86963, 1.07095)  0.08


Which of these has the highest HOMO-LUMO gap? C3H7NOSi